Entry 1:
86
Properties=species:S:1:pos:R:3:forces:R:3 method="wB97M-V/def2-TZVPD" orbital_gap_ev=7.151
C -1.93331 2.89625 -1.66399 -0.6 -0.2 0.5
C -2.90784 2.21236 -2.63697 0.7 0.2 -1.0
O -2.62264 2.12635 -3.79970 -0.1 0.1 0.1
O -4.13581 1.70999 -2.23626 0.5 -0.1 0.7
C -3.96354 0.45497 -1.54002 0.2 -0.1 0.1
C -3.97502 -0.72387 -2.54496 -0.7 0.1 -0.1
C -3.98689 -2.12956 -1.88283 0.7 0.1 -0.8
C -2.56970 -2.63604 -1.44567 -0.6 0.1 0.9
C -1.94611 -1.75447 -0.37130 0.8 1.3 1.9
C -2.22577 -1.62954 0.98519 -2.1 -1.7 -1.1
C -3.31734 -2.49295 1.62068 1.2 -0.6 0.0
C -2.69465 -3.80076 2.17944 0.3 -1.3 0.8
C -1.29281 -4.05437 2.17660 -0.2 -0.7 0.5
C -0.73244 -5.26286 2.70460 -1.3 -0.1 -0.1
C -1.56729 -6.28184 3.23457 -0.8 1.6 -0.6
C -2.98284 -6.04381 3.24379 1.0 0.5 -0.5
C -3.53404 -4.83843 2.71823 1.2 -0.3 0.2
N -1.38799 -0.69978 1.60634 0.5 -1.1 -3.8
N -1.33747 -0.33005 2.94591 -2.0 0.2 -0.3
C -2.41202 0.22545 3.27692 0.5 1.7 1.2
S -3.49861 1.19821 3.87820 1.0 -1.5 -0.8
C -0.57334 -0.24566 0.61397 0.4 0.7 1.4
C 0.48739 0.81263 0.98004 3.6 0.2 0.8
O 0.21512 2.01196 1.01721 -1.8 0.0 -0.6
O 1.61279 0.32965 1.28377 -1.8 -0.8 -0.4
N -0.86741 -0.83833 -0.56286 -0.3 -0.2 0.4
B -0.08164 -0.53401 -1.81417 0.4 0.1 -0.2
O -0.80346 -0.41062 -3.00399 0.1 -0.5 1.2
N 1.35237 -0.43766 -1.65487 -1.1 -0.2 -1.8
C 1.89747 -1.80666 -1.77695 -0.3 -0.5 1.2
C 1.97727 0.52459 -2.58909 0.8 0.6 0.6
H -2.47762 3.35400 -0.82017 0.3 -0.2 -0.3
H -1.19439 2.19450 -1.22765 -0.5 0.2 -0.2
H -1.34668 3.65218 -2.21152 -0.5 -0.4 0.2
H -4.79371 0.33651 -0.81487 0.4 0.2 -0.4
H -3.01750 0.54827 -0.97007 -0.5 -0.4 -0.1
H -3.17987 -0.60111 -3.30467 -0.2 -0.2 0.6
H -4.92493 -0.63318 -3.11559 0.5 0.1 0.4
H -4.37329 -2.84662 -2.63598 0.2 0.3 0.4
H -4.70364 -2.15383 -1.04177 0.4 0.1 -0.3
H -2.70541 -3.64338 -1.00134 0.2 0.4 -0.2
H -1.88582 -2.76101 -2.30225 -0.4 0.2 0.3
H -3.91788 -1.97458 2.38707 0.3 -0.2 -0.3
H -3.98476 -2.80103 0.79425 0.2 0.4 0.5
H -0.56828 -3.33186 1.77619 -0.5 -0.2 0.2
H 0.35260 -5.43090 2.67587 -0.5 0.3 0.0
H -1.12913 -7.21227 3.61428 -0.3 0.4 -0.1
H -3.63764 -6.82359 3.65640 0.2 0.5 -0.3
H -4.62575 -4.73274 2.76114 0.5 0.2 -0.1
H -0.62958 -1.15986 -3.58664 0.2 0.4 -0.3
H 1.12752 -2.51889 -1.39266 0.5 0.2 -0.2
H 2.77306 -1.95498 -1.11464 -0.2 0.2 -0.6
H 2.10783 -2.08638 -2.82697 0.1 0.2 0.4
H 1.30250 0.89930 -3.37933 0.2 -0.3 0.3
H 2.88901 0.08682 -3.03896 -0.5 0.2 0.1
H 2.31346 1.39431 -1.98741 -0.2 -0.4 -0.4
C 2.84721 5.04333 -5.58501 0.0 -0.1 -0.1
C 3.85274 4.84451 -4.46312 0.0 0.1 -0.1
O 3.89931 3.51804 -3.96718 -0.1 -0.1 0.2
C 4.25014 2.51149 -4.89929 0.0 0.0 -0.1
C 5.62301 2.70428 -5.52040 0.1 0.1 0.0
H 1.84624 4.75884 -5.25433 0.0 0.0 0.0
H 2.83021 6.08873 -5.89727 0.0 0.0 0.0
H 3.08717 4.43871 -6.46096 0.0 0.1 0.0
H 3.57048 5.47428 -3.61869 0.0 -0.2 0.1
H 4.85197 5.16994 -4.77178 0.0 0.0 -0.1
H 3.47784 2.42662 -5.67237 0.0 0.0 -0.1
H 4.23958 1.57029 -4.34795 0.0 0.1 0.1
H 5.68765 3.63154 -6.09134 0.0 -0.1 -0.1
H 5.85198 1.87838 -6.19605 0.0 0.0 0.0
H 6.38956 2.74343 -4.74422 0.0 0.0 0.0
C 3.44321 0.49449 6.88148 0.0 0.1 -0.1
C 1.96910 0.41498 7.24145 0.1 0.0 -0.1
O 1.27271 1.63555 7.06761 -0.1 0.1 0.2
C 1.26114 2.16663 5.74989 0.0 -0.1 -0.2
C 0.62771 1.24518 4.72416 0.0 0.0 0.1
H 3.93876 1.26642 7.47395 0.0 0.0 0.0
H 3.93181 -0.46273 7.07195 0.0 0.0 0.0
H 3.59368 0.74100 5.82977 0.0 -0.1 0.0
H 1.87559 0.15973 8.29837 -0.1 0.1 0.0
H 1.47431 -0.38760 6.68367 0.1 0.0 -0.1
H 2.27463 2.44929 5.44708 0.0 -0.1 -0.1
H 0.68501 3.09196 5.80205 0.0 0.0 0.2
H 1.17013 0.30425 4.62741 0.0 0.0 -0.1
H 0.61214 1.72332 3.74270 0.0 0.0 0.0
H -0.39755 1.00430 5.01386 0.0 0.1 0.1

Entry 2:
124
Properties=species:S:1:pos:R:3:forces:R:3 method="wB97M-V/def2-TZVPD" de_lowest_kcal_mol=42.9 orbital_gap_ev=4.935 total_charge=-2
Ca 0.37898 0.25518 -0.78329 1.6 0.3 1.0
C 6.62547 -4.37167 0.40076 0.0 0.0 0.0
C 6.59686 -3.05529 0.84773 0.0 0.0 0.0
C 5.57844 -2.20588 0.44556 0.1 0.0 0.0
C 4.57732 -2.64238 -0.42561 0.0 0.2 0.0
C 4.60087 -3.97108 -0.84504 0.0 -0.1 0.0
C 5.61929 -4.82589 -0.44034 0.0 0.1 0.0
C 3.48640 -1.70690 -0.78836 0.0 0.0 0.3
C 2.95590 -1.61988 -2.03138 0.0 0.0 -0.2
C 3.43452 -2.32345 -3.22926 0.0 0.2 0.2
C 2.53646 -2.11144 -4.19662 -0.2 0.0 -0.1
C 1.47536 -1.22988 -3.64059 0.1 0.0 0.0
N 1.77010 -0.93392 -2.36795 0.1 -0.2 -0.1
C 0.33901 -0.80464 -4.37487 -0.1 0.0 0.0
C -0.71203 -0.00542 -3.81339 0.1 0.1 -0.3
C -1.73671 0.72633 -4.61288 0.1 -0.1 0.0
C -2.47485 1.43033 -3.75690 0.0 -0.1 0.1
C -1.99911 1.16163 -2.35827 -0.2 -0.2 0.1
C -3.22152 0.72960 -1.38667 0.2 0.1 0.0
C -4.35500 0.02206 -2.09013 0.1 0.0 0.0
C -4.10591 -1.20932 -2.70337 0.0 0.0 0.0
C -5.10662 -1.88121 -3.38051 0.0 0.0 0.0
C -6.39297 -1.34582 -3.44411 0.1 0.0 0.0
C -6.65536 -0.13717 -2.82160 0.1 0.0 0.0
C -5.63793 0.54363 -2.15279 -0.1 0.0 0.0
C -2.82973 -0.10063 -0.17213 0.0 0.1 0.0
N -1.54450 -0.31551 0.20762 -0.6 -0.4 0.2
C -1.55933 -1.17440 1.27499 0.1 0.1 0.2
C -0.29563 -1.81661 1.71715 -0.1 -0.1 -0.1
C -0.35131 -3.29635 1.87871 0.0 0.1 -0.2
C 0.41051 -3.92943 2.86262 0.0 0.0 0.0
C 0.39073 -5.30807 3.01799 0.0 0.0 0.0
C -0.39907 -6.09477 2.18725 0.0 0.1 0.0
C -1.16531 -5.48041 1.20355 0.0 0.0 0.0
C -1.14402 -4.10056 1.05568 0.0 0.0 0.0
C 0.95196 -1.27106 1.56547 0.0 -0.1 -0.1
C 1.43805 0.18199 1.73643 0.2 -0.1 -0.1
C 2.47449 0.23397 0.62104 0.3 -0.1 0.3
C 2.75744 -1.09454 0.36122 -0.4 -0.2 -0.1
N 2.01175 -2.01353 1.01887 -0.1 0.2 0.1
C -2.87799 -1.50118 1.58637 -0.1 0.2 0.1
C -3.69360 -0.81139 0.65768 0.0 -0.1 0.1
N -0.86728 0.28362 -2.54745 -0.8 -0.1 -1.0
C 0.18897 -1.20155 -5.79789 0.0 0.0 0.1
C 1.19959 -1.01246 -6.75010 0.0 0.1 0.0
C 1.03495 -1.39142 -8.07605 0.0 0.0 0.1
C -0.16106 -1.95156 -8.50598 0.0 0.0 0.0
C -1.18565 -2.12966 -7.58473 0.0 0.0 0.0
C -1.00711 -1.77154 -6.25628 0.0 0.0 0.0
H 7.41029 -5.04353 0.72734 0.0 0.0 0.0
H 7.36797 -2.69072 1.51649 0.0 0.0 0.0
H 5.54198 -1.18493 0.81064 0.0 0.0 0.0
H 3.78767 -4.34239 -1.45491 0.0 0.0 0.0
H 5.61022 -5.85893 -0.76689 0.0 0.0 0.0
H 4.34674 -2.89538 -3.29399 0.0 0.0 0.0
H 2.55497 -2.52879 -5.19118 0.0 0.0 0.0
H -1.82002 0.71087 -5.68947 0.0 0.0 0.0
H -3.29627 2.09006 -4.00098 0.0 0.0 0.0
H -3.10821 -1.62951 -2.62945 0.0 0.0 0.0
H -4.89100 -2.83256 -3.85313 0.0 0.0 0.0
H -7.17988 -1.87335 -3.97013 0.0 0.0 0.0
H -7.65448 0.28236 -2.85017 0.0 0.0 0.0
H -5.85412 1.48854 -1.66712 0.0 0.0 0.0
H 1.02766 -3.31277 3.50637 0.0 0.0 0.0
H 0.99604 -5.77264 3.78881 0.0 0.0 0.0
H -0.41499 -7.17233 2.30278 0.0 0.0 0.0
H -1.77383 -6.08212 0.53693 0.0 0.0 0.0
H -1.74286 -3.62210 0.29025 0.0 0.0 0.0
H 0.65577 0.94691 1.68140 -0.1 -0.1 -0.1
H 3.06328 1.09157 0.32923 0.0 0.0 0.0
H -3.20142 -2.17924 2.36488 0.0 0.0 0.0
H -4.77214 -0.84695 0.58568 0.0 0.0 0.0
H 2.12026 -0.53170 -6.44116 0.0 0.0 0.0
H 1.84319 -1.23450 -8.78170 0.0 0.0 0.0
H -0.29414 -2.23981 -9.54170 0.0 0.0 0.0
H -2.12771 -2.56414 -7.89884 0.0 0.0 0.0
H -1.80577 -1.94002 -5.54246 0.0 0.0 0.0
C -1.83917 7.73708 3.05580 0.0 0.0 0.0
C -2.15112 6.71677 3.94263 0.0 0.0 0.0
C -1.70498 5.41873 3.71106 0.0 0.0 0.0
C -0.93417 5.11460 2.59205 0.1 0.0 0.0
C -0.62980 6.15422 1.70771 0.0 0.0 0.0
C -1.07783 7.44748 1.92871 0.0 -0.1 0.0
P -0.24552 3.44911 2.14715 -0.1 -0.2 -0.1
C -0.78754 2.44328 3.58927 -0.1 0.2 0.1
C -0.21495 2.69924 4.84021 -0.1 0.0 0.0
C -0.51869 1.91086 5.93814 0.0 -0.1 0.0
C -1.38305 0.82758 5.79389 0.0 0.1 0.0
C -1.93939 0.55152 4.55437 0.0 0.0 0.0
C -1.65275 1.35966 3.45818 0.1 -0.1 -0.1
C -1.38899 2.97858 0.81485 -0.1 0.4 0.3
C -2.84021 3.18613 1.06637 0.1 0.0 -0.1
C -3.78060 2.81656 0.19865 0.1 0.0 0.0
C -3.37340 2.27657 -1.12978 0.1 -0.1 0.1
C -1.87994 2.45836 -1.48951 -0.1 -0.2 0.0
C -0.85467 2.49925 -0.33227 -0.2 0.1 -0.6
H -2.18680 8.74715 3.23808 0.0 0.0 0.0
H -2.75410 6.92608 4.81893 0.0 0.0 0.0
H -1.96855 4.63453 4.41186 0.0 0.0 0.0
H -0.03947 5.92884 0.82503 0.0 0.0 0.0
H -0.83022 8.23225 1.22330 0.0 0.0 0.0
H 0.48379 3.52464 4.94476 0.0 0.0 0.0
H -0.06059 2.11866 6.89835 0.0 0.0 0.0
H -1.60049 0.18955 6.64229 0.0 0.0 0.0
H -2.58547 -0.30733 4.41835 0.0 0.0 0.0
H -2.07288 1.10715 2.48897 0.0 0.0 0.1
H -3.14175 3.59227 2.02760 0.0 0.0 0.0
H -4.83613 2.91387 0.43666 0.0 0.0 0.0
H -4.01298 2.69415 -1.91389 0.0 0.0 0.0
H -1.64245 3.33212 -2.10773 0.0 0.1 0.0
C 2.04979 0.24606 3.18418 -0.1 0.1 0.1
C 3.38290 0.93302 3.27352 0.0 0.1 -0.1
C 3.49003 2.30707 3.05296 0.0 0.0 0.0
C 4.72346 2.93941 3.09318 0.0 0.0 0.0
C 5.87877 2.20938 3.35708 -0.1 0.0 0.0
C 5.78227 0.84404 3.58513 0.0 0.0 0.0
C 4.54253 0.21496 3.54335 0.1 0.0 0.0
H 1.33891 0.76127 3.83612 0.0 -0.1 0.0
H 2.14659 -0.77488 3.55418 0.1 0.0 0.0
H 2.59106 2.87449 2.82893 0.0 0.0 0.0
H 4.78589 4.00567 2.90741 0.0 0.0 0.0
H 6.84392 2.70147 3.37719 0.0 0.0 0.0
H 6.67473 0.26221 3.78703 0.0 0.0 0.0
H 4.47099 -0.85600 3.70008 0.0 0.0 0.0

Entry 3:
13
Properties=species:S:1:pos:R:3:forces:R:3 method="wB97M-V/def2-TZVPD" de_lowest_kcal_mol=63.9 orbital_gap_ev="6.410 / 7.842" spin_multiplicity=3
C 0.59799 -0.23320 -0.04475 0.6 0.4 0.0
C -0.60742 0.08589 0.64285 0.7 -0.7 0.9
C 1.71263 -0.72759 0.88587 -1.1 -0.8 -2.8
O -0.69519 -1.03001 -0.12804 0.9 -0.7 0.7
O -1.20235 1.07073 -2.03608 0.1 -2.5 -0.3
P -1.61631 1.89368 -0.66482 -1.7 1.5 -1.4
H 0.82398 0.17427 -1.02733 0.1 0.1 0.3
H -0.54772 0.06812 1.73548 -0.9 0.0 0.1
H 2.26885 -1.44088 0.30514 1.1 -0.1 -0.1
H 1.22540 -1.33373 1.57868 -0.7 -0.8 1.7
H 2.28828 0.04454 1.33735 0.4 0.6 0.1
H -1.28714 0.04797 -2.17249 -0.1 2.9 0.8
H -2.96101 1.38019 -0.41186 0.6 0.1 -0.1

Entry 4:
14
Properties=species:S:1:pos:R:3:forces:R:3 method="wB97M-V/def2-TZVPD" de_lowest_kcal_mol=88.5 orbital_gap_ev="7.222 / 8.423" total_charge=+1
C 1.16444 -0.23914 -0.97128 1.3 0.0 3.4
C 0.37665 -0.00028 1.32930 -3.1 1.6 3.1
C -1.08721 0.58959 -0.65002 -1.2 -0.3 1.1
N -0.02942 -0.21086 -0.05188 0.4 -2.9 0.0
Br -3.12851 -1.16906 0.19715 1.2 1.0 -0.4
Br -1.25086 2.39078 -0.11540 0.1 -1.5 -0.6
H 1.26704 0.78118 -1.17703 1.3 1.8 0.3
H 1.99169 -0.75318 -0.37922 -0.9 1.0 -1.2
H 1.07538 -0.58597 -1.92621 -1.1 -2.0 -2.2
H -0.62257 -0.12564 1.92954 2.0 0.0 -0.8
H 1.10767 -0.68562 1.65641 0.6 -1.2 0.0
H 0.73593 0.96349 1.64676 0.2 0.7 -0.8
H -1.23624 0.24975 -1.66478 -0.4 0.5 -0.1
H -0.36401 -1.20504 0.17665 -0.3 1.3 -1.7

no.,molecular weight (g/mol),calculated total energy (Ha)
1,592.568,-2262.6000
2,1005.231,-3896.7800
3,106.061,-610.1137
4,217.912,-5321.4966